1.
C11H21AuCl3N3O6PTe as an isolated structure, computed with wB97M-V/def2-TZVPD.

Element x y z (Å)
Au: 0.784 0.995 0.390
Cl: 0.097 1.433 -2.579
C: -0.705 2.938 -2.054
Cl: 0.509 4.251 -1.926
Cl: -1.891 3.385 -3.249
C: -1.371 2.796 -0.642
O: -2.478 3.190 -0.491
O: -0.650 2.339 0.374
N: 2.100 -0.516 0.536
C: 2.737 -1.407 0.900
N: 3.420 -2.398 1.340
C: 2.812 -3.756 1.364
C: 3.375 -4.492 2.565
O: 4.791 -4.491 2.531
C: 5.310 -3.184 2.638
C: 4.895 -2.343 1.442
H: 3.076 -4.272 0.440
H: 1.728 -3.657 1.427
H: 3.053 -5.531 2.542
H: 3.018 -4.030 3.492
H: 6.395 -3.269 2.668
H: 4.964 -2.713 3.566
H: 5.327 -2.747 0.525
H: 5.205 -1.306 1.564
N: 2.292 2.508 0.304
H: 1.795 3.387 0.156
H: 2.953 2.392 -0.461
H: 2.806 2.556 1.180
C: -4.236 -0.675 -2.125
C: -3.220 0.394 -1.811
O: -2.045 -0.179 -1.153
P: -1.999 -0.646 0.349
O: -0.465 -0.489 0.785
Te: -2.321 -2.884 0.882
O: -2.952 0.394 1.049
C: -3.168 0.442 2.478
C: -2.153 1.339 3.148
H: -5.062 -0.229 -2.681
H: -4.640 -1.113 -1.214
H: -3.797 -1.466 -2.729
H: -3.621 1.175 -1.171
H: -2.814 0.847 -2.715
H: -3.144 -0.577 2.866
H: -4.178 0.830 2.588
H: -1.148 0.919 3.069
H: -2.400 1.431 4.206
H: -2.160 2.331 2.697

Calculated values
Charge = +1
Calculated total energy = -86338.04090 eV
Max |F| = 0.0160 hartree/bohr
Lowest unoccupied orbital energy (spin up / spin down) = -5.17 / -5.10 eV



2.
A 2-piece molecular cluster, CCl3F2P overall in a non-equilibrium geometry, computed with wB97M-V/def2-TZVPD.

Element x y z (Å)
C: 1.045 -0.611 0.379
F: -2.161 -0.092 -0.767
F: -0.941 1.989 -0.732
P: -1.684 1.009 0.351
Cl: 2.013 0.279 1.331
Cl: 1.212 -0.356 -1.365
Cl: 0.516 -2.219 0.804

Calculated values
Charge = 0
Calculated total energy = -53326.85064 eV
Max |F| = 0.0656 hartree/bohr
Lowest unoccupied orbital energy (spin up / spin down) = -0.85 / -0.90 eV



3.
Fe2H30O19P as an isolated structure in a non-equilibrium geometry, computed with wB97M-V/def2-TZVPD.

Element x y z (Å)
Fe: 19.756 16.549 -4.764
Fe: 21.711 19.105 -8.983
P: 20.853 17.848 -6.803
O: 22.311 18.181 -7.257
O: 20.460 16.376 -6.620
O: 20.147 18.416 -8.087
O: 20.356 18.389 -5.439
O: 22.440 18.791 -3.553
H: 22.883 19.602 -3.828
H: 21.762 18.636 -4.227
O: 24.537 19.509 -5.179
H: 24.865 20.390 -5.396
H: 23.890 19.296 -5.872
O: 18.960 17.622 -3.002
H: 18.742 18.511 -3.352
H: 18.333 17.483 -2.280
O: 18.800 17.570 -10.453
H: 19.468 16.939 -10.730
H: 19.076 17.841 -9.567
O: 22.160 14.264 -6.565
H: 21.770 15.155 -6.666
H: 22.663 14.112 -7.374
O: 18.300 20.309 -6.875
H: 18.145 20.549 -7.796
H: 18.787 19.471 -6.922
O: 17.910 14.214 -7.705
H: 16.989 13.936 -7.775
H: 17.906 14.932 -7.064
O: 17.852 16.541 -5.593
H: 17.583 16.889 -6.460
H: 17.033 16.470 -5.077
O: 20.271 15.287 -9.131
H: 20.022 15.592 -8.236
H: 19.937 14.384 -9.188
O: 22.464 20.969 -8.256
H: 22.547 21.322 -7.359
H: 23.141 21.429 -8.777
O: 19.413 20.489 -4.010
H: 19.695 19.857 -4.705
H: 19.452 21.356 -4.421
O: 24.395 16.416 -8.308
H: 23.580 16.934 -8.222
H: 24.849 16.490 -7.442
O: 21.676 16.024 -4.068
H: 22.214 15.519 -4.717
H: 22.111 15.881 -3.216
O: 21.814 17.261 -10.075
H: 22.282 16.985 -10.876
H: 21.648 16.425 -9.574
O: 24.434 16.665 -5.472
H: 24.768 17.492 -5.092
H: 23.695 16.949 -6.026

Calculated values
Spin multiplicity = 9
Charge = +1
Calculated total energy = -117453.77962 eV
Max |F| = 0.0300 hartree/bohr
<S²> = 20.013
Lowest unoccupied orbital energy (spin up / spin down) = -3.93 / -4.17 eV



4.
A single C20H25FN4O5S2 molecule in a non-equilibrium geometry, computed with wB97M-V/def2-TZVPD.

Element x y z (Å)
C: 8.523 1.282 -4.316
C: 7.388 0.840 -3.419
O: 7.440 -0.132 -2.706
N: 6.300 1.671 -3.517
C: 5.078 1.599 -2.855
C: 4.799 0.626 -1.895
C: 3.563 0.613 -1.273
C: 2.613 1.559 -1.605
C: 2.876 2.530 -2.553
C: 4.107 2.553 -3.175
H: 4.326 3.311 -3.914
H: 2.112 3.256 -2.777
S: 0.995 1.525 -0.863
O: 1.016 0.632 0.273
O: 0.526 2.858 -0.645
N: 0.099 0.899 -2.131
H: -0.884 1.123 -1.989
C: 0.272 -0.506 -2.417
C: -0.234 -1.439 -1.320
H: -0.129 -2.483 -1.600
H: 0.271 -1.237 -0.381
S: -2.014 -1.197 -1.024
O: -2.728 -2.169 -1.799
O: -2.360 0.186 -1.247
N: -2.132 -1.624 0.585
C: -3.342 -2.336 0.957
H: -3.563 -3.032 0.149
C: -4.514 -1.370 1.172
N: -4.168 -0.380 2.174
C: -4.406 -0.621 3.515
C: -3.478 -0.321 4.522
C: -3.765 -0.501 5.862
C: -4.990 -0.998 6.266
C: -5.937 -1.296 5.301
C: -5.647 -1.097 3.969
F: -6.644 -1.370 3.084
H: -6.915 -1.668 5.566
H: -5.212 -1.146 7.311
H: -3.012 -0.256 6.597
H: -2.504 0.056 4.256
C: -2.996 0.362 1.757
H: -2.758 1.135 2.486
C: -1.794 -0.563 1.521
H: -0.953 0.002 1.122
H: -1.486 -1.045 2.455
H: -3.238 0.849 0.808
H: -5.402 -1.928 1.456
H: -4.713 -0.848 0.230
H: -3.133 -2.893 1.877
H: 1.343 -0.671 -2.575
H: -0.258 -0.722 -3.350
H: 3.328 -0.120 -0.518
H: 5.548 -0.106 -1.645
H: 6.382 2.444 -4.164
H: 8.847 2.286 -4.046
H: 8.203 1.284 -5.356
H: 9.357 0.596 -4.200

Calculated values
Charge = 0
Calculated total energy = -61731.42938 eV
Max |F| = 0.0225 hartree/bohr
Lowest unoccupied orbital energy = 0.37 eV



| no. | M (g mol⁻¹) |
| --- | --- |
| 1 | 753.20 |
| 2 | 187.34 |
| 3 | 476.88 |
| 4 | 484.57 |